*i*
Formula: C7H13N2O
Source: the OMol25 dataset
Level of theory: wB97M-V/def2-TZVPD

Cartesian coordinates (Å):
C  -1.2632  1.5254  -0.4171
C  -0.3275  0.6231  -0.3892
C  1.2616  0.8537  -0.5734
C  1.7709  1.9836  0.3784
C  1.8707  -0.5395  -0.2550
O  3.0382  -0.7373  -0.2696
N  0.8598  -1.3662  0.1052
C  -0.4287  -0.8557  -0.1220
C  -1.3810  -1.6029  -0.9841
N  -1.2763  -0.8660  1.4038
H  -2.2182  1.2334  -0.1671
H  -1.1144  2.6388  -0.6940
H  1.5177  1.0453  -1.6388
H  1.6104  2.9669  -0.0961
H  2.7909  1.6497  0.3479
H  1.2502  2.0166  1.3308
H  1.0170  -2.3033  0.4616
H  -1.5799  -2.6362  -0.6922
H  -0.8143  -1.8119  -1.8855
H  -2.2677  -1.0878  -1.0887
H  -0.6148  -0.9708  2.1865
H  -1.8503  -1.6950  1.4731
H  -1.8510  -0.0639  1.5855

Results
LUMO energy   -3.5 eV
Net charge   +1
SMILES   C=C1[C@@H](C)C(=O)N[C@@]1(C)[NH3+]


*ii*
Formula: C7H13N2O
Source: the OMol25 dataset
Level of theory: wB97M-V/def2-TZVPD

Cartesian coordinates (Å):
C  -1.2999  1.5378  1.4114
C  -1.8589  0.2607  -0.1913
C  -1.7949  1.5610  -0.6604
C  -2.0496  -1.1600  -0.8010
C  1.3318  1.0362  -0.0741
C  2.6427  -1.1589  -0.4442
C  1.5456  -0.4289  0.1594
N  -1.5351  0.2549  1.2047
N  0.6687  -1.0807  0.9102
O  -1.4641  2.3812  0.4023
H  -0.9308  1.9965  2.2430
H  -1.3608  -1.7455  -0.1945
H  -3.1168  -1.5033  -0.6691
H  -1.7738  -1.2675  -1.9748
H  0.8675  1.5921  0.8265
H  2.2268  1.5141  -0.3827
H  0.4257  1.0638  -0.8601
H  2.7291  -1.1284  -1.5893
H  3.6437  -0.8227  -0.0497
H  2.7034  -2.2324  -0.2613
H  -2.2289  2.0331  -1.5072
H  -0.2117  -0.7080  1.2841
H  0.8405  -1.9954  1.2181

Results
LUMO energy   -4.2 eV
Net charge   +1


*iii*
Formula: C7H13N2O
Source: the OMol25 dataset
Level of theory: wB97M-V/def2-TZVPD

Cartesian coordinates (Å):
H  1.0758  -1.7632  2.8525
N  1.0036  -1.2006  2.0073
C  0.3490  -1.8424  1.1384
C  -0.0900  -1.3437  -0.1566
C  -1.5878  -1.7646  -0.5139
C  -2.4054  -0.5392  0.0039
O  -1.6459  0.6060  -0.3984
C  -0.3998  0.3455  -0.2300
N  0.4853  1.2704  -0.3336
C  0.1244  2.6018  -0.6232
C  1.9643  1.0424  -0.0749
H  0.2255  -2.9828  1.2014
H  0.4130  -1.8046  -0.9723
H  -2.0042  -2.6397  0.0879
H  -1.7886  -1.7295  -1.5766
H  -3.3359  -0.3626  -0.5282
H  -2.6218  -0.5224  1.1228
H  1.0508  3.2280  -0.8300
H  -0.2957  3.1586  0.1147
H  -0.4890  2.5862  -1.4195
H  2.3113  1.4754  0.8802
H  2.4384  1.3509  -1.0309
H  2.1176  -0.0042  0.1004

Results
LUMO energy   -3.2 eV
Net charge   +1
SMILES   [H]/N=C/[C@H]1CCOC1=[N+](C)C


Going by the energies, *i* is most stable and the next is 10.1 kcal/mol up.


*i*
Formula: C26H44BCsN12O7P
Source: the OMol25 dataset
Level of theory: wB97M-V/def2-TZVPD

Cartesian coordinates (Å):
Cs  1.0734  -0.2411  -0.8685
C  1.4011  1.6327  3.4113
C  0.6446  1.2468  2.2925
N  1.2424  1.6220  1.1699
N  2.3721  2.2470  1.5244
C  2.4981  2.2702  2.8664
B  3.3805  2.8017  0.4872
N  2.6275  3.6589  -0.5416
C  2.6122  5.0103  -0.5163
C  1.7206  5.4483  -1.4712
C  1.2298  4.2584  -2.0357
N  1.7794  3.1931  -1.4696
N  4.1370  1.6167  -0.1486
C  5.1167  0.9425  0.4918
C  5.5238  -0.0946  -0.3201
C  4.7112  0.0350  -1.4597
N  3.8835  1.0627  -1.3396
H  1.1797  1.4776  4.4538
H  -0.2991  0.7193  2.2641
H  3.3443  2.7394  3.3420
H  4.1683  3.5007  1.0724
H  3.2312  5.5600  0.1732
H  1.4610  6.4650  -1.7143
H  0.4947  4.1405  -2.8180
H  5.4607  1.2560  1.4643
H  6.2981  -0.8196  -0.1343
H  4.7096  -0.5735  -2.3514
O  -3.1766  0.0464  -0.3500
C  -3.6716  0.5163  0.8917
C  -4.7875  1.5358  0.7121
C  -4.3005  2.9054  0.2012
C  -3.3048  3.4824  1.1762
C  -3.7293  4.0195  2.3900
C  -2.7844  4.4086  3.3256
C  -1.4391  4.2556  3.0302
C  -1.0986  3.7532  1.7841
N  -2.0057  3.3889  0.8787
H  -2.5951  -0.6903  -0.0573
H  -2.8711  0.9653  1.4948
H  -4.0647  -0.3330  1.4627
H  -5.2749  1.6873  1.6801
H  -5.5213  1.1225  0.0155
H  -5.1643  3.5710  0.1186
H  -3.8428  2.7867  -0.7771
H  -4.7875  4.1160  2.6000
H  -3.0953  4.8171  4.2798
H  -0.6675  4.5160  3.7415
H  -0.0619  3.6228  1.4990
N  -2.0803  1.7706  -2.6428
N  -1.3083  2.1075  -3.7550
C  -0.2412  1.4676  -4.2258
N  0.2687  1.9103  -5.3894
N  0.2042  0.4324  -3.5177
N  1.2361  -0.2932  -3.9388
O  1.6927  -0.2029  -5.0994
O  1.6983  -1.0818  -3.1380
H  -2.0124  0.7785  -2.4396
H  -1.7699  2.2747  -1.8054
H  -1.6493  2.9042  -4.2597
H  -0.0934  2.7277  -5.8416
H  1.0376  1.3752  -5.7626
C  2.3738  -2.8710  2.8792
C  1.5250  -3.5942  1.8355
C  2.3025  -3.7202  0.5295
C  1.1490  -4.9848  2.3557
O  0.3435  -2.7955  1.6984
P  -0.6847  -2.7349  0.4460
O  -1.7931  -1.8495  0.8981
O  -0.0017  -2.3968  -0.8383
O  -1.1533  -4.3064  0.4434
C  -1.8306  -4.9146  -0.6669
C  -2.8631  -3.9782  -1.2992
C  -0.8040  -5.3544  -1.7137
C  -2.5366  -6.1387  -0.0863
H  3.2880  -3.4321  3.0790
H  1.8061  -2.7701  3.8055
H  2.6317  -1.8712  2.5251
H  3.1988  -4.3233  0.6818
H  2.5903  -2.7354  0.1620
H  1.6770  -4.1913  -0.2274
H  2.0479  -5.5789  2.5313
H  0.5146  -5.4908  1.6316
H  0.5936  -4.8911  3.2905
H  -2.3597  -3.1250  -1.7537
H  -3.5395  -3.6012  -0.5313
H  -3.4367  -4.5063  -2.0626
H  -0.2662  -4.4791  -2.0768
H  -1.3017  -5.8482  -2.5508
H  -0.0874  -6.0481  -1.2674
H  -3.2847  -5.8237  0.6427
H  -1.8132  -6.7835  0.4159
H  -3.0256  -6.7018  -0.8828

Results
LUMO energy   1.9 eV
Net charge   -1


*ii*
Formula: C26H44BCsN12O7P
Source: the OMol25 dataset
Level of theory: wB97M-V/def2-TZVPD

Cartesian coordinates (Å):
Cs  0.1941  0.5668  1.1537
C  -4.8296  4.4557  -0.2095
C  -3.4711  4.7762  -0.3717
N  -2.7011  4.0636  0.4400
N  -3.5412  3.2730  1.1404
C  -4.8212  3.4900  0.7705
B  -3.1823  2.2029  2.1867
N  -3.3135  0.7846  1.5478
C  -3.5802  -0.3609  2.2138
C  -3.6873  -1.3832  1.3034
C  -3.4665  -0.7565  0.0741
N  -3.2383  0.5469  0.2253
N  -1.7801  2.3455  2.8475
C  -1.5394  1.8265  4.0722
C  -0.2205  2.0590  4.3908
C  0.2727  2.7448  3.2709
N  -0.6645  2.9033  2.3428
H  -5.6814  4.8624  -0.7293
H  -3.0199  5.4813  -1.0554
H  -5.6290  2.9380  1.2253
H  -3.9863  2.2707  3.0892
H  -3.6713  -0.3772  3.2886
H  -3.8543  -2.4280  1.5017
H  -3.4661  -1.1989  -0.9095
H  -2.3205  1.3570  4.6462
H  0.2954  1.7802  5.2940
H  1.2663  3.1375  3.1193
O  -2.1383  1.7793  -2.1155
C  -2.2787  0.8964  -3.1997
C  -1.4977  -0.4091  -3.0590
C  -0.0053  -0.1859  -2.8051
C  0.6272  0.5655  -3.9412
C  1.0452  -0.1153  -5.0855
C  1.5973  0.5938  -6.1350
C  1.7138  1.9721  -6.0262
C  1.2536  2.5703  -4.8649
N  0.7210  1.8937  -3.8484
H  -2.6020  1.4386  -1.3293
H  -1.9055  1.4339  -4.0741
H  -3.3336  0.6621  -3.3893
H  -1.6442  -0.9771  -3.9853
H  -1.8925  -1.0134  -2.2422
H  0.4946  -1.1515  -2.6934
H  0.1510  0.3232  -1.8540
H  0.9423  -1.1929  -5.1364
H  1.9364  0.0802  -7.0267
H  2.1513  2.5655  -6.8187
H  1.3044  3.6478  -4.7364
N  -0.1749  3.9763  -1.3314
N  0.6577  4.2554  -0.2286
C  1.6877  3.5183  0.1314
N  2.5444  4.0205  1.0763
N  1.9094  2.4202  -0.5941
N  2.7798  1.4930  -0.1561
O  3.2622  0.7521  -0.9921
O  3.0183  1.3722  1.0743
H  0.2484  3.2205  -1.8698
H  -1.0496  3.6160  -0.9485
H  0.3974  5.0558  0.3174
H  2.1664  4.7271  1.6867
H  3.0742  3.2950  1.5391
C  3.1717  -1.8343  4.3151
C  2.8595  -2.6607  3.0754
C  3.7596  -2.2278  1.9197
C  3.0475  -4.1465  3.3720
O  1.4599  -2.4210  2.8294
P  0.6669  -2.4423  1.4245
O  -0.7604  -2.2409  1.7733
O  1.2551  -1.4659  0.4504
O  0.9873  -3.9624  0.9536
C  0.7691  -4.4243  -0.3949
C  -0.5467  -3.9013  -0.9739
C  1.9472  -4.0140  -1.2734
C  0.7091  -5.9387  -0.2659
H  4.2034  -2.0011  4.6334
H  2.4970  -2.1113  5.1271
H  3.0362  -0.7729  4.0964
H  4.8015  -2.4174  2.1908
H  3.6352  -1.1676  1.6943
H  3.5245  -2.7846  1.0114
H  4.0911  -4.3527  3.6220
H  2.7600  -4.7380  2.5022
H  2.4144  -4.4423  4.2123
H  -0.5139  -2.8153  -1.0859
H  -1.3757  -4.1434  -0.3059
H  -0.7218  -4.3528  -1.9527
H  2.0683  -2.9304  -1.2446
H  1.7743  -4.3316  -2.3052
H  2.8672  -4.4826  -0.9144
H  -0.1516  -6.2294  0.3397
H  1.6151  -6.3077  0.2198
H  0.6240  -6.3996  -1.2528

Results
LUMO energy   2.0 eV
Net charge   -1


Going by the energies, *ii* is most stable and the next is 2.5 kcal/mol up.


*i*
Formula: C5H8O3
Source: the OMol25 dataset
Level of theory: wB97M-V/def2-TZVPD

Cartesian coordinates (Å):
C  -1.2762  0.2975  -0.4982
C  0.1384  0.0928  1.5084
C  -0.7801  1.6724  -0.8367
C  0.6886  -1.0969  1.1096
C  1.6491  -1.3351  0.0047
O  -1.0107  -0.6921  -1.2212
O  0.4374  -2.3109  1.3528
O  1.3323  -1.2803  -1.2167
H  0.2760  -0.9408  -1.3621
H  -2.1516  0.2284  0.1538
H  2.6105  -1.7897  0.2397
H  0.6643  1.0067  1.2741
H  -0.5522  0.0990  2.3416
H  -1.3909  2.0331  -1.6735
H  -0.8922  2.3640  -0.0040
H  0.2572  1.6520  -1.1722

Results
LUMO energy   0.2 eV


*ii*
Formula: C5H8O3
Source: the OMol25 dataset
Level of theory: wB97M-V/def2-TZVPD

Cartesian coordinates (Å):
C  -0.9869  2.3799  0.4475
C  -0.6284  1.1308  0.3668
C  -0.0080  -0.0150  0.5339
C  -0.3846  -1.0289  1.5727
C  0.7033  -0.4776  -0.7107
O  1.4047  0.5546  -1.3161
O  1.4856  -1.5863  -0.5024
O  -0.4202  -0.8667  -1.5874
H  -0.4391  3.0762  1.0632
H  -1.8944  2.7443  -0.0082
H  0.5147  -1.3891  2.0726
H  -0.8823  -1.8835  1.1138
H  -1.0580  -0.5890  2.3042
H  1.9515  0.2036  -2.0316
H  1.5167  -2.1227  -1.3045
H  -0.8746  -0.1305  -2.0137

Results
LUMO energy   0.6 eV
SMILES   C=C=C(C)C(O)(O)O


*iii*
Formula: C5H8O3
Source: the OMol25 dataset
Level of theory: wB97M-V/def2-TZVPD

Cartesian coordinates (Å):
O  1.3068  0.3536  -0.5677
C  2.1624  -0.2882  0.0360
O  3.4508  -0.0001  -0.1202
O  2.0414  -1.5371  0.4533
H  3.6724  0.9118  0.1120
H  1.1007  -1.8223  0.4313
C  -0.8934  -2.0225  -0.2439
C  -0.9059  -0.8308  -0.0055
C  -1.4550  0.4611  0.6036
C  -1.5565  1.5033  -0.5116
H  -0.9318  -3.0778  -0.2182
H  -2.4535  0.2264  0.9819
H  -0.8370  0.8324  1.4268
H  -0.5659  1.7405  -0.8938
H  -2.1472  1.1178  -1.3409
H  -1.9883  2.4320  -0.1431

Results
LUMO energy   0.6 eV
SMILES   O=C(O)O.C#CCC


Going by the energies, *ii* is most stable and the next is 2.1 kcal/mol up.


*i*
Formula: C5H8O3
Source: the OMol25 dataset
Level of theory: wB97M-V/def2-TZVPD

Cartesian coordinates (Å):
O  0.4029  -0.4707  1.6948
C  -0.6996  0.4528  1.1249
C  -1.5756  -0.3619  0.1739
O  -0.7060  -1.3028  -0.5924
C  0.1231  -0.7568  -1.5247
C  1.3035  -0.0076  -1.2751
O  1.2634  0.8295  -0.1260
C  0.1467  1.4915  0.4130
H  0.5031  -1.1226  0.7568
H  -1.4436  0.7736  1.9209
H  -1.7746  0.4810  -0.6303
H  -2.5112  -0.6941  0.7616
H  -0.0355  -1.4330  -2.3651
H  2.0351  0.1432  -2.0039
H  0.3436  2.6851  0.8422
H  -0.5878  1.8100  -0.5655

Results
LUMO energy   0.7 eV
SMILES   OC1COC=COC1


*ii*
Formula: C5H8O3
Source: the OMol25 dataset
Level of theory: wB97M-V/def2-TZVPD

Cartesian coordinates (Å):
O  0.0410  -1.0076  2.1451
C  1.1765  -0.9678  1.1879
C  0.8265  -1.3275  -0.0868
O  1.2741  -0.4205  -1.1826
C  -0.1602  -0.5627  -0.9653
C  -1.1075  0.5997  -0.6692
C  -1.1372  1.9877  -1.0272
O  -0.8067  1.6758  0.3151
H  -0.6481  -0.4526  1.6341
H  2.0316  -1.5271  1.7658
H  1.5718  0.0476  0.9409
H  0.9203  -2.3618  -0.4494
H  -0.9096  -1.2007  -1.5018
H  -2.0217  0.0921  -0.4350
H  -2.2573  2.5585  -1.0972
H  -0.3431  2.4855  -1.7153

Results
LUMO energy   0.8 eV
SMILES   OC[C@@H]1O[C@@H]1[C@@H]1CO1


*iii*
Formula: C5H8O3
Source: the OMol25 dataset
Level of theory: wB97M-V/def2-TZVPD

Cartesian coordinates (Å):
C  0.8431  0.7466  -1.2688
C  0.5127  -0.2845  -0.1932
C  0.5253  0.2270  1.2809
O  1.5246  -1.3210  -0.2052
C  -0.8519  -0.9678  -0.1364
O  -1.1365  -2.0529  0.1433
C  -2.0144  0.2650  -0.1856
O  -2.3572  0.8744  -1.1199
H  1.8831  1.0582  -1.1269
H  0.5898  0.4303  -2.2362
H  0.2624  1.6398  -1.0562
H  1.3540  0.7954  1.6631
H  -0.3559  0.8956  1.2554
H  0.3241  -0.6281  2.0556
H  1.2545  -2.0220  0.3671
H  -2.3576  0.3441  0.7630

Results
LUMO energy   0.5 eV
SMILES   CC(C)(O)C(=O)C=O


*iv*
Formula: C5H8O3
Source: the OMol25 dataset
Level of theory: wB97M-V/def2-TZVPD

Cartesian coordinates (Å):
C  2.5706  -0.1265  -0.1571
C  0.3304  0.3398  -0.3314
C  -0.4898  -0.6556  0.5144
C  -1.7843  0.1612  0.2972
C  -0.8672  1.3681  -0.1179
H  3.6798  0.5922  -0.4909
H  2.4455  -1.1633  -1.1688
H  2.6090  -0.5828  1.2685
H  0.3523  -0.0409  -1.3442
H  -0.8242  -1.6685  0.1772
H  -0.4555  -0.7305  1.5946
H  -2.4367  0.2627  1.0472
H  -3.3613  -0.8988  -0.3766
O  1.5812  0.9015  -0.2015
O  -2.5051  -0.3040  -0.7579
O  -0.8446  2.5452  0.0472

Results
LUMO energy   0.3 eV


Going by the energies, *iii* is most stable and the next is 62.1 kcal/mol up.


*i*
Formula: C5H8S3
Source: the OMol25 dataset
Level of theory: wB97M-V/def2-TZVPD

Cartesian coordinates (Å):
C  2.2945  -0.4227  0.9745
C  1.5158  -0.0845  -0.2630
S  0.7308  1.6222  -0.2615
C  -0.9034  0.8208  -0.0016
C  -2.2664  0.4974  -0.6195
S  -3.5166  -0.0898  0.4077
C  -0.9752  -0.1829  -1.0954
S  0.2242  -1.4454  -0.6120
H  2.6739  -1.4387  1.0504
H  3.1202  0.3269  0.9986
H  1.6953  -0.3018  1.8803
H  2.2323  -0.0806  -1.0966
H  -0.7082  0.4117  0.9845
H  -2.6126  1.1069  -1.4472
H  -2.8041  -0.9515  1.1658
H  -0.7005  0.2121  -2.0649

Results
LUMO energy   0.7 eV
SMILES   C[C@H]1S[C@H]2[C@@H](S)[C@@H]2S1


*ii*
Formula: C5H8S3
Source: the OMol25 dataset
Level of theory: wB97M-V/def2-TZVPD

Cartesian coordinates (Å):
C  -0.2412  -1.6742  1.6231
C  0.0108  -1.2053  0.1391
S  -1.5123  -0.9777  -0.7981
C  -1.7930  0.8264  -0.7344
C  -1.3007  1.3623  0.5824
S  0.4520  1.5847  0.4293
C  0.9606  -0.0134  0.0129
S  2.4496  -0.2260  -0.5735
H  -0.7537  -2.6046  1.5813
H  -0.9586  -1.0220  2.1435
H  0.7098  -1.7104  2.1586
H  0.4731  -2.0319  -0.3491
H  -1.3710  1.3291  -1.6088
H  -2.8894  0.9575  -0.7695
H  -1.6580  0.8022  1.4593
H  -1.6001  2.4098  0.7239

Results
LUMO energy   -0.1 eV
SMILES   C[C@H]1SCCSC1=S


Going by the energies, *ii* is most stable and the next is 54.9 kcal/mol up.


*i*
Formula: C6H13P
Source: the OMol25 dataset
Level of theory: wB97M-V/def2-TZVPD

Cartesian coordinates (Å):
C  -1.6803  1.5328  0.2233
C  -0.8073  0.2813  -0.1985
C  -0.7030  0.4232  -1.7242
C  -1.5011  -1.0332  0.1766
C  0.4997  0.4131  0.5050
H  -2.5689  1.4820  -0.3257
H  -1.2108  2.5577  0.1283
H  -1.9136  1.4144  1.3149
H  -0.0844  1.3058  -1.8077
H  -1.7049  0.5123  -2.0976
H  -0.3521  -0.4344  -2.2803
H  -2.4784  -1.1884  -0.3520
H  -0.7450  -1.7552  -0.1846
H  -1.5386  -1.2366  1.3276
H  1.0667  1.3818  0.1904
H  1.2043  -0.4133  0.4061
H  0.3221  0.4133  1.5657
C  4.6657  -1.8789  0.7945
P  4.3812  -2.6692  2.0944
H  5.1486  -1.1085  0.2438

Results
LUMO energy   0.2 eV
SMILES   CC(C)(C)C.C#P


*ii*
Formula: C6H13P
Source: the OMol25 dataset
Level of theory: wB97M-V/def2-TZVPD

Cartesian coordinates (Å):
C  -0.9439  -1.7913  1.9336
P  0.7818  -1.0040  1.7587
C  0.6682  -0.1751  0.0401
C  0.5502  -1.2637  -1.0196
C  1.6759  0.9529  -0.2380
C  0.1725  1.2087  -0.0411
C  -0.7110  1.7880  -1.1412
H  -0.8230  -2.8161  2.1162
H  -1.3088  -1.7598  0.8323
H  -1.5458  -1.4110  2.7995
H  0.4200  0.2172  2.2434
H  0.2272  -2.2269  -0.4651
H  1.4261  -1.5041  -1.6350
H  -0.2353  -0.9881  -1.8327
H  2.0007  1.0771  -1.2151
H  2.3286  1.2932  0.5601
H  -0.1318  1.6764  0.8374
H  -1.7831  1.6886  -0.9707
H  -0.5229  1.3407  -2.1815
H  -0.5991  2.9092  -1.2413

Results
LUMO energy   1.0 eV
SMILES   CP[C@]1(C)C[C@H]1C


Going by the energies, *ii* is most stable and the next is 11.0 kcal/mol up.